Entry 1:
56
Properties=species:S:1:pos:R:3:forces:R:3:mulliken_charge:R:1 method="wB97M-V/def2-TZVPD" largest_force_ha_per_bohr=0.1604 e_homo_ev=-7.589 spin_multiplicity=1 charge=0 homo_lumo_gap_ev=6.9 de_lowest_kcal_mol=325.6
C 0.038545 -0.855239 3.431435 -2.57 -3.15 1.91 1.017
O -1.024423 -1.248669 2.923056 0.89 -2.52 3.15 -0.621
N 0.753581 -0.081791 2.774985 6.50 -0.83 -3.40 -0.216
N 0.616481 -1.006810 4.609510 -1.28 -2.38 3.59 -0.438
H 1.729450 0.018848 3.015098 -0.25 0.43 -0.55 0.353
H 0.412424 0.023531 1.830201 1.79 -0.10 -0.46 -0.510
H -0.011250 -1.322018 5.335247 0.61 -0.11 0.36 0.297
H 1.495076 -0.563154 4.836083 -0.62 -0.07 0.18 0.163
C -1.802358 1.120556 -4.266333 1.58 1.62 -3.78 0.568
O -1.126397 2.030258 -4.756019 0.63 1.09 0.96 -0.765
N -2.912657 0.792444 -4.868657 -3.74 -1.05 -1.19 -0.378
N -1.388072 0.298543 -3.374872 0.71 -1.71 -1.42 -0.261
H -3.193938 1.310872 -5.688537 0.07 -0.28 0.31 0.256
H -3.305390 -0.112756 -4.653069 -0.40 0.42 -0.36 0.170
H -1.899811 -0.521725 -3.082662 -0.10 0.51 0.01 0.212
H -0.596469 0.552687 -2.801398 -0.69 0.06 -1.65 0.238
C 2.848082 1.666448 -0.813014 -2.10 2.62 3.08 0.597
O 3.107973 2.175603 0.258764 0.34 -0.04 2.16 -0.708
N 1.606967 1.521090 -1.241004 -1.66 0.25 -1.06 -0.114
N 3.758359 1.377322 -1.653481 3.50 -1.86 -3.80 -0.355
H 1.484366 1.323436 -2.223853 -0.48 0.46 0.40 0.196
H 0.803965 1.724618 -0.663187 0.33 0.38 -0.12 0.038
H 4.718348 1.583821 -1.417068 -0.30 -0.07 -0.36 0.262
H 3.444067 1.091159 -2.569687 0.95 0.07 -0.02 0.155
C -1.336267 1.876080 1.789917 -1.93 2.33 -1.93 0.410
O -1.823878 2.812570 1.171402 0.40 1.41 0.91 -0.740
N -0.109812 1.792293 2.190674 2.96 5.60 -0.08 -0.402
N -1.945875 0.741340 2.008293 -3.27 -1.47 -0.32 -0.607
H 0.220956 1.025649 2.758964 -1.06 3.30 0.75 0.796
H 0.495853 2.591644 2.071036 -0.29 0.23 0.05 0.125
H -2.669909 0.474784 1.356512 -0.24 0.38 0.97 0.472
H -1.463026 -0.039115 2.430020 -1.11 0.49 0.04 0.365
C 2.016060 -2.632193 1.306135 1.20 -1.94 0.18 0.452
O 0.975506 -2.231799 1.695711 -1.36 -1.94 2.77 -0.385
N 3.196301 -2.131162 1.626483 2.74 1.30 1.14 -0.389
N 2.134616 -3.678446 0.511729 0.90 -1.51 -1.60 -0.449
H 3.261557 -1.387577 2.306860 -0.11 -0.28 -0.12 0.170
H 3.947011 -2.805417 1.670343 0.22 0.45 0.01 0.239
H 3.100111 -3.771433 0.230129 -0.54 -0.83 -0.88 0.160
H 1.364479 -4.010779 -0.050887 0.18 -0.10 0.25 0.282
C -3.444760 0.524653 -0.396918 -3.82 1.12 -0.74 -0.261
O -4.601200 0.541834 -0.034513 -1.82 0.44 1.29 -0.745
N -2.683969 1.538471 -0.628151 0.14 6.33 -1.91 -0.083
N -2.786077 -0.516988 -0.646094 1.25 -8.15 -0.37 -0.222
H -3.126246 2.437278 -0.499179 -0.01 -0.21 0.32 0.267
H -2.009755 1.606798 -1.377064 -0.48 -0.41 0.59 0.059
H -3.100109 -1.447821 -0.411492 -0.39 0.41 -0.02 0.112
H -1.831358 -0.328025 -0.916085 -1.52 -0.78 0.26 0.345
C -0.013701 -0.449044 -0.870040 2.16 -1.35 1.77 0.097
O -0.800392 0.260940 -1.450888 3.69 1.58 3.42 -0.348
N 0.997990 -0.993014 -1.533046 0.57 -1.28 -1.28 -0.064
N -0.058553 -0.768372 0.395143 -1.93 1.75 -1.24 0.103
H 1.128267 -0.536454 -2.424498 0.76 -1.12 0.07 0.386
H 1.604631 -1.638706 -1.048110 0.29 0.39 -0.81 0.167
H -0.845698 -0.457095 0.946166 -0.57 -0.10 -0.52 -0.664
H 0.650326 -1.299967 0.879908 -0.73 0.20 -0.91 0.195

Entry 2:
56
Properties=species:S:1:pos:R:3:forces:R:3:mulliken_charge:R:1 method="wB97M-V/def2-TZVPD" largest_force_ha_per_bohr=0.1230 e_homo_ev=-9.217 spin_multiplicity=1 charge=0 homo_lumo_gap_ev=9.6 de_lowest_kcal_mol=14.3
N 2.389376 1.128639 1.793585 -0.10 -0.31 1.57 -0.223
C 1.878764 1.773060 2.874813 1.11 0.31 -0.13 0.617
N 2.290922 1.284490 4.067484 0.27 -0.82 0.01 -0.430
O 1.207386 2.802716 2.815840 -0.71 0.10 -0.29 -0.760
H 2.879501 0.257261 1.847853 0.31 -0.63 0.43 0.159
H 2.314841 1.496290 0.906958 -0.36 1.21 -1.77 0.231
H 1.860349 1.645879 4.904979 0.27 -0.19 -0.20 0.223
H 2.951044 0.506758 4.062926 -0.56 0.38 0.38 0.180
N 0.918791 -3.696646 -2.788616 -0.85 -0.46 0.61 -0.314
C 1.365751 -2.466458 -3.166861 1.87 -0.86 -1.06 0.530
N 0.450552 -1.457724 -3.246040 -1.13 0.61 0.18 -0.286
O 2.553468 -2.297058 -3.477072 -1.12 0.10 0.52 -0.684
H -0.033313 -3.819043 -2.499326 -0.22 0.12 0.03 0.169
H 1.488271 -4.528282 -2.675262 0.27 0.86 -0.26 0.230
H -0.564922 -1.519968 -3.230650 0.32 -0.81 0.47 0.159
H 0.647594 -0.757086 -3.924923 0.84 0.49 -0.21 0.201
N -4.403638 -3.141263 0.189127 -0.84 -0.66 0.18 -0.397
C -4.118154 -2.265844 -0.861380 3.12 0.19 0.54 0.429
N -2.779102 -1.774352 -0.981114 -1.98 -0.89 0.04 -0.032
O -4.986977 -1.920661 -1.616366 -0.82 0.42 -0.49 -0.632
H -5.379018 -3.480351 0.124350 1.16 0.36 0.07 0.243
H -3.793464 -3.717775 0.788154 -0.14 1.02 -0.99 0.207
H -2.521787 -1.051073 -1.633414 -0.83 0.16 -0.30 0.102
H -1.976423 -2.092333 -0.486913 0.10 -0.62 0.96 0.225
N -1.690017 3.206919 1.914410 -0.55 0.06 0.18 -0.311
C -1.417561 4.212004 0.997823 -0.11 -0.49 -0.61 0.336
N -0.064085 4.485345 0.843584 -1.65 0.89 -0.88 -0.280
O -2.283910 4.703966 0.253299 1.17 -0.73 0.95 -0.677
H -1.110353 3.089604 2.748638 -0.05 0.19 -0.64 0.260
H -2.678859 2.973723 2.015828 0.57 0.33 -0.05 0.207
H 0.600739 4.235988 1.530962 0.53 -0.66 0.96 0.309
H 0.051371 5.401016 0.447346 0.21 0.12 -0.21 0.231
N 2.858558 -2.465242 0.365594 0.34 0.12 0.48 -0.228
C 3.955395 -2.064580 1.120820 -0.97 0.51 0.06 0.576
N 5.186427 -2.404732 0.736511 2.57 -1.98 -1.70 -0.415
O 3.884651 -1.347533 2.122005 -1.12 0.07 0.21 -0.774
H 2.839538 -2.865878 -0.562072 0.78 0.09 0.15 0.178
H 1.923356 -2.352121 0.728965 0.13 0.27 0.36 0.173
H 5.998337 -2.172785 1.342567 -1.46 -0.11 -0.68 0.256
H 5.377235 -3.139340 0.018721 -0.48 1.14 1.03 0.192
N -0.037927 0.040427 -0.218842 0.21 0.66 1.98 0.207
C -0.281241 -0.749951 0.846067 -1.08 -3.10 -0.10 0.357
N -0.393233 -0.092900 2.074436 -0.32 0.64 -1.22 -0.229
O -0.454370 -2.000440 0.695969 0.77 2.25 0.75 -0.836
H 0.303658 0.935408 0.057481 0.11 0.68 -0.46 0.000
H 0.180495 -0.311011 -1.117503 0.10 -0.60 -0.79 0.120
H -0.985179 -0.494934 2.787677 0.15 -0.52 -0.36 0.255
H -0.676353 0.871841 1.887232 0.23 -0.14 0.49 0.074
N -0.887737 2.678607 -2.347194 0.90 -1.68 0.35 -0.503
C -1.864750 1.673707 -2.374468 -2.06 -0.16 1.10 0.530
N -3.168674 2.163763 -2.235316 5.47 3.12 -0.59 -0.423
O -1.670508 0.453143 -2.443301 0.68 1.48 -0.95 -0.625
H 0.064094 2.214377 -2.272554 -1.68 1.36 0.06 0.271
H -1.090327 3.513687 -1.760330 0.44 -0.99 -0.61 0.216
H -3.909292 1.609383 -2.150102 -3.31 -3.00 0.48 0.225
H -3.199291 3.089366 -1.842387 -0.52 0.10 -0.05 0.180